The following is a DFT calculation (the ωB97M-V functional and the def2-TZVPD basis) of a cluster of 2 separate species, C4H10ClN5O4 in total.

Computed properties:
orbital gap	6.941	eV
calculated total energy	-32463.373	eV
molecular weight	227.6	g mol⁻¹

```
! wB97M-V def2-TZVPD RIJCOSX def2/J DEFGRID3
* xyz 0 1
N -0.109 2.117 0.679
C -0.143 0.859 -0.007
C 0.623 -0.311 0.650
N 1.353 -1.113 -0.335
N 2.231 -0.560 -1.187
C 2.698 -1.535 -1.970
N 2.171 -2.695 -1.634
C 1.339 -2.425 -0.615
N 0.564 -3.315 0.062
H -0.623 2.068 1.551
H 0.825 2.471 0.847
H 0.217 0.996 -1.034
H -1.201 0.595 -0.067
H 1.334 0.059 1.393
H -0.046 -1.017 1.140
H 2.426 0.431 -1.177
H 3.413 -1.366 -2.759
H 0.732 -3.505 1.033
H -0.207 -3.764 -0.398
O -2.861 1.118 0.865
Cl -3.530 2.419 0.761
O -3.249 2.991 -0.529
O -3.015 3.270 1.807
O -4.941 2.213 0.922
*
```


The following is a DFT calculation (the ωB97M-V functional and the def2-TZVPD basis) of a cluster of 3 separate species, C3H5O2S5 in total.

Computed properties:
orbital gap	6.608	eV
ΔE to the lowest compared entry with this formula, charge and spin	57.8	kJ/mol
calculated total energy	-61464.741	eV
molecular weight	233.4	g mol⁻¹

```
! wB97M-V def2-TZVPD RIJCOSX def2/J DEFGRID3
* xyz -1 1
C -1.270 -1.482 -1.561
C 0.561 0.501 0.236
C 1.829 0.050 0.067
O -0.591 -0.708 -2.081
O -2.057 -2.259 -1.259
S -0.605 -0.438 1.173
S -0.151 1.997 -0.296
S 2.344 -1.676 0.430
S 3.193 0.865 -0.797
S -3.827 0.774 0.716
H 1.515 -1.734 1.340
H 1.036 2.533 -0.622
H -3.900 0.749 2.085
H 4.288 0.413 -0.160
H -2.365 0.417 0.730
*
```


The following is a DFT calculation (the ωB97M-V functional and the def2-TZVPD basis) of an isolated molecule of C4H8N2S.

Computed properties:
orbital gap	8.399	eV
ΔE to the lowest compared entry with this formula, charge and spin	134.9	kJ/mol
calculated total energy	-18092.344	eV
molecular weight	116.2	g mol⁻¹

```
! wB97M-V def2-TZVPD RIJCOSX def2/J DEFGRID3
* xyz 0 1
C 0.545 1.947 -0.101
C 0.162 0.670 -0.091
C -1.317 0.241 -0.088
N -1.710 -0.811 0.910
C 1.232 -0.388 -0.067
N 0.913 -1.596 -0.530
S 2.783 -0.065 0.514
H -0.130 2.829 -0.248
H 1.600 2.166 -0.040
H -1.931 1.146 0.113
H -1.652 -0.051 -1.070
H -1.357 -0.506 1.827
H -1.032 -1.592 0.759
H 1.701 -2.224 -0.636
H 0.193 -1.765 -1.252
*
```


The following is a DFT calculation (the ωB97M-V functional and the def2-TZVPD basis) of an isolated molecule of C5H9Cl.

Computed properties:
orbital gap	10.789	eV
ΔE to the lowest compared entry with this formula, charge and spin	376.5	kJ/mol
calculated total energy	-17849.428	eV
molecular weight	104.6	g mol⁻¹

```
! wB97M-V def2-TZVPD RIJCOSX def2/J DEFGRID3
* xyz 0 1
C -1.123 -1.942 -1.178
C -0.184 -1.019 -0.499
C -0.395 0.510 -0.328
Cl 1.058 1.634 -0.510
C -0.614 -0.440 0.898
C 0.137 -0.387 2.118
H -0.818 -3.162 -1.284
H -2.271 -1.702 -0.762
H -0.999 -1.784 -2.267
H 0.982 -1.100 -0.739
H -1.078 1.303 -0.732
H -1.632 -0.591 1.200
H 0.268 -1.546 2.395
H -0.603 0.288 2.963
H 1.248 0.188 1.833
*
```


The following is a DFT calculation (the ωB97M-V functional and the def2-TZVPD basis) of a structure of composition C18H36Cl2NPRe.

Computed properties:
orbital gap (alpha / beta)	5.147 / 5.883	eV
calculated total energy	-57199.787	eV
molecular weight	554.6	g mol⁻¹

```
! wB97M-V def2-TZVPD RIJCOSX def2/J DEFGRID3
* xyz 0 4
Re 0.737 0.145 0.961
Cl 1.669 -1.937 0.860
Cl -0.420 1.799 -0.133
H 1.600 0.219 -0.500
H -0.725 -0.671 1.158
P -0.109 -1.423 -2.429
C -0.502 -3.207 -2.051
C -1.510 -0.571 -3.350
C 1.585 -1.246 -3.211
C -1.297 -3.349 -0.721
H 0.483 -3.686 -1.870
C -1.216 -3.827 -3.259
H -2.245 -3.431 -3.301
H -1.246 -4.928 -3.168
H -0.701 -3.560 -4.195
H -0.673 -3.017 0.132
H -1.567 -4.418 -0.570
H -2.217 -2.744 -0.714
H 2.190 -1.774 -2.440
C 2.115 0.210 -3.235
C 1.569 -1.965 -4.567
H 1.402 -3.041 -4.411
H 2.515 -1.818 -5.113
H 0.739 -1.563 -5.177
H 1.599 0.816 -2.461
H 2.015 0.682 -4.230
H 3.184 0.208 -2.960
C -2.701 -0.495 -2.349
H -1.800 -1.126 -4.290
C -1.077 0.878 -3.696
H -3.117 -1.489 -2.096
H -3.516 0.090 -2.806
H -2.398 0.011 -1.408
H -0.814 1.441 -2.778
H -1.924 1.399 -4.185
H -0.219 0.906 -4.382
C -0.627 3.813 4.035
N -1.193 2.458 4.283
C -2.668 2.456 4.263
C -0.586 1.399 3.343
C 0.918 1.391 3.497
C 1.619 1.516 4.720
C 3.027 1.364 4.674
C 3.760 1.040 3.515
C 3.079 0.934 2.284
C 1.688 1.253 2.291
H -0.944 4.164 3.049
H 0.462 3.779 4.083
H -1.010 4.465 4.818
H -0.882 2.155 5.222
H -3.019 2.838 3.294
H -3.011 1.424 4.406
H -3.021 3.096 5.084
H -1.098 0.444 3.609
H -0.970 1.661 2.351
H 1.100 1.745 5.697
H 3.595 1.549 5.590
H 4.865 0.907 3.515
H 3.508 0.635 1.324
*
```


The following is a DFT calculation (the ωB97M-V functional and the def2-TZVPD basis) of a structure of composition C17H22N6O2Pt.

Computed properties:
orbital gap (alpha / beta)	5.654 / 5.653	eV
ΔE to the lowest compared entry with this formula, charge and spin	83.2	kJ/mol
calculated total energy	-34250.590	eV
molecular weight	537.5	g mol⁻¹

```
! wB97M-V def2-TZVPD RIJCOSX def2/J DEFGRID3
* xyz 2 1
Pt 0.269 -0.627 -0.172
C 2.446 -3.124 2.527
C 1.534 -2.732 1.414
O 1.263 -1.475 1.294
C 0.992 -3.732 0.584
C 0.171 -3.574 -0.529
C -0.339 -4.756 -1.284
N -0.187 -2.356 -1.025
N -0.899 -2.266 -2.086
C -1.214 -0.999 -2.491
O -0.822 -0.020 -1.702
C -1.959 -0.798 -3.667
C -2.217 0.517 -4.157
C -3.055 0.720 -5.231
C -3.580 -0.352 -5.955
C -3.316 -1.647 -5.492
C -2.466 -1.878 -4.432
H 2.854 -2.235 3.000
H 3.259 -3.752 2.165
H 1.902 -3.705 3.273
H 1.252 -4.751 0.833
H -0.040 -5.687 -0.814
H 0.043 -4.731 -2.305
H -1.428 -4.712 -1.339
H -1.693 1.337 -3.687
H -3.336 1.728 -5.505
H -4.220 -0.184 -6.807
H -3.847 -2.475 -5.945
H -2.173 -2.880 -4.152
C 2.692 3.872 3.728
C 1.178 3.977 3.746
C 0.522 2.754 4.378
C 0.618 4.263 2.331
N 0.773 3.110 1.491
C -0.083 2.107 1.277
N 0.549 1.220 0.517
N 1.766 1.704 0.289
N 1.904 2.812 0.862
H 3.076 3.760 4.738
H 3.145 4.753 3.279
H 3.024 3.005 3.155
H 0.908 4.851 4.351
H 0.832 1.838 3.875
H -0.563 2.822 4.352
H 0.824 2.666 5.418
H 1.168 5.088 1.874
H -0.443 4.513 2.378
H -1.083 2.032 1.647
*
```


The following is a DFT calculation (the ωB97M-V functional and the def2-TZVPD basis) of an isolated molecule of C8H12O2S.

Computed properties:
orbital gap	8.441	eV
ΔE to the lowest compared entry with this formula, charge and spin	239.1	kJ/mol
calculated total energy	-23416.828	eV
molecular weight	172.2	g mol⁻¹

```
! wB97M-V def2-TZVPD RIJCOSX def2/J DEFGRID3
* xyz 0 1
C -0.705 1.382 -0.229
C -1.137 0.574 0.690
C -0.518 0.208 1.945
C 0.688 0.265 2.412
S 2.347 0.720 1.846
C 2.540 0.105 0.235
C 3.638 0.359 -0.488
O 3.938 -0.268 -1.663
O -2.375 -0.105 0.651
C -3.005 -0.216 -0.631
C -2.139 -1.327 -1.362
H 0.255 1.775 -0.245
H -1.267 1.362 -1.101
H -1.306 -0.238 2.635
H 0.794 0.029 3.437
H 2.037 -0.765 -0.041
H 4.339 1.051 -0.137
H 4.912 -0.234 -1.808
H -4.083 -0.732 -0.561
H -3.305 0.800 -1.081
H -1.594 -0.943 -2.153
H -1.294 -1.671 -0.714
H -2.761 -2.132 -1.635
*
```


The following is a DFT calculation (the ωB97M-V functional and the def2-TZVPD basis) of a structure of composition C26H18Cl5CoN5Te.

Computed properties:
orbital gap	7.328	eV
ΔE to the lowest compared entry with this formula, charge and spin	0.0	kJ/mol
calculated total energy	-142231.958	eV
molecular weight	764.3	g mol⁻¹

```
! wB97M-V def2-TZVPD RIJCOSX def2/J DEFGRID3
* xyz 1 1
Co -0.851 -0.051 -0.159
C -2.320 -0.439 3.728
C -1.305 0.043 4.559
C -0.077 0.290 4.008
C 0.131 0.117 2.630
N -0.878 -0.239 1.814
C -2.062 -0.566 2.392
N 1.432 0.224 2.205
C 1.766 0.104 0.974
N 0.971 -0.062 -0.147
C 1.782 0.011 -1.272
N 1.463 0.052 -2.508
C 0.162 -0.019 -2.948
C -0.011 0.103 -4.335
C -1.245 -0.082 -4.898
C -2.304 -0.451 -4.066
C -2.076 -0.538 -2.721
N -0.881 -0.273 -2.134
C 3.184 0.081 -0.829
C 4.359 0.129 -1.554
C 5.538 0.240 -0.828
C 5.528 0.307 0.567
C 4.338 0.264 1.283
C 3.174 0.145 0.548
H -3.291 -0.715 4.112
H -1.473 0.180 5.619
H 0.774 0.598 4.597
H -2.812 -0.978 1.735
H 0.868 0.326 -4.921
H -1.386 0.017 -5.966
H -3.287 -0.671 -4.454
H -2.865 -0.863 -2.064
H 4.354 0.084 -2.635
H 6.485 0.281 -1.350
H 6.466 0.402 1.098
H 4.316 0.325 2.362
Cl -3.449 0.507 -0.117
C -2.534 1.995 -0.149
C -1.167 1.825 -0.182
C -0.400 2.994 -0.221
Cl 1.321 3.010 -0.296
C -1.030 4.249 -0.214
Cl -0.091 5.680 -0.259
C -2.421 4.360 -0.173
Cl -3.176 5.896 -0.165
C -3.197 3.211 -0.143
Cl -4.906 3.269 -0.099
C -1.767 -4.578 -0.167
Te -0.323 -3.020 -0.175
C 0.221 -3.281 1.859
H -2.520 -4.385 0.592
H -1.258 -5.517 0.031
H -2.233 -4.618 -1.148
H 0.572 -4.301 1.991
H -0.636 -3.086 2.499
H 1.027 -2.589 2.091
*
```